1.
# C39H55F4N5O5

9 unconnected molecules or ions with the total composition C39H55F4N5O5 in a non-equilibrium geometry (ωB97M-V/def2-TZVPD, OMol25).

Last column: Löwdin charge in e.
CARTESIAN COORDINATES (ANGSTROEM)
C -1.07 4.09 -4.01  0.0095
C -0.59 2.86 -4.77  -0.5642
O -0.52 1.78 -4.20  0.0189
N -0.14 3.07 -6.02  0.0087
C 0.40 2.04 -6.91  -0.0522
H -2.12 3.96 -3.81  0.0885
H -0.82 5.00 -4.55  0.0735
H -0.48 4.16 -3.10  0.0753
H -0.33 3.97 -6.41  0.1266
H 1.07 1.37 -6.40  0.0712
H 0.98 2.58 -7.65  0.0848
H -0.40 1.46 -7.37  0.0888
C -2.50 3.34 4.96  0.0044
C -3.19 2.62 3.80  -0.5561
O -3.96 3.25 3.09  0.0143
N -2.86 1.33 3.64  0.0256
C -3.30 0.58 2.48  -0.0619
H -1.69 2.75 5.39  0.0532
H -3.17 3.68 5.75  0.0772
H -2.09 4.26 4.52  0.0784
H -2.10 0.94 4.19  0.0764
H -4.11 1.02 1.91  0.0831
H -3.65 -0.41 2.80  0.0655
H -2.44 0.33 1.85  0.0676
C -1.99 -4.22 -0.76  -0.0013
C -2.07 -5.58 -1.46  -0.5645
O -1.05 -6.11 -1.87  0.0402
N -3.31 -6.04 -1.68  -0.0028
C -3.64 -7.31 -2.31  -0.0618
H -2.93 -3.79 -0.40  0.0767
H -1.71 -3.53 -1.56  0.0701
H -1.24 -4.19 0.01  0.0550
H -4.08 -5.42 -1.49  0.1259
H -3.68 -7.17 -3.39  0.0847
H -4.57 -7.71 -1.92  0.0788
H -2.85 -8.03 -2.09  0.0851
C 1.24 -1.07 5.46  0.0243
C -0.23 -0.69 5.54  -0.5279
O -0.63 0.45 5.35  0.0075
N -1.08 -1.69 5.86  0.0261
C -2.51 -1.46 5.94  -0.0620
H 1.37 -2.15 5.52  0.0599
H 1.77 -0.59 6.29  0.0902
H 1.63 -0.64 4.54  0.0820
H -0.74 -2.62 6.04  0.1131
H -2.77 -0.48 6.32  0.0879
H -2.92 -2.21 6.61  0.0840
H -3.02 -1.61 4.98  0.0720
C -0.73 -3.51 2.79  0.0019
C -0.19 -4.30 3.97  -0.5655
O 0.99 -4.27 4.27  0.0460
N -1.11 -5.03 4.64  -0.0001
C -0.78 -5.81 5.81  -0.0741
H -1.03 -2.49 3.05  0.0669
H -1.56 -4.02 2.31  0.0713
H 0.08 -3.40 2.08  0.0839
H -2.07 -4.84 4.43  0.1286
H -0.18 -6.68 5.50  0.0893
H -1.64 -6.19 6.35  0.0827
H -0.07 -5.29 6.46  0.0809
F 0.68 5.48 2.08  0.0566
C 1.75 6.28 2.03  -0.2915
C 2.99 5.74 2.28  -0.0181
C 4.10 6.57 2.25  -0.0850
C 3.95 7.93 2.05  -0.0993
C 2.68 8.46 1.83  -0.0865
C 1.57 7.63 1.81  -0.0173
H 3.09 4.66 2.39  0.1164
H 5.10 6.16 2.33  0.1056
H 4.76 8.64 2.13  0.1003
H 2.47 9.52 1.78  0.1041
H 0.62 8.06 1.53  0.1168
F -0.48 -5.51 -6.42  0.0620
C -0.10 -4.28 -6.05  -0.2899
C 0.66 -3.51 -6.92  -0.0260
C 0.96 -2.21 -6.57  -0.0825
C 0.52 -1.70 -5.35  -0.0894
C -0.29 -2.46 -4.52  -0.0665
C -0.58 -3.78 -4.86  -0.0001
H 0.91 -3.94 -7.88  0.1163
H 1.49 -1.61 -7.30  0.1013
H 0.72 -0.69 -5.01  0.0767
H -0.68 -2.03 -3.60  0.0965
H -1.21 -4.35 -4.18  0.1035
F -0.08 -1.73 -0.22  0.0511
C 0.13 -0.44 0.10  -0.2668
C 0.37 -0.06 1.42  -0.0224
C 0.64 1.27 1.71  -0.0761
C 0.75 2.17 0.68  -0.0855
C 0.55 1.80 -0.65  -0.0600
C 0.22 0.48 -0.93  -0.0056
H 0.32 -0.86 2.15  0.0892
H 0.85 1.60 2.72  0.1059
H 0.95 3.21 0.93  0.0874
H 0.70 2.54 -1.42  0.0921
H 0.10 0.22 -1.98  0.0968
F 3.28 -0.86 -2.79  0.0763
C 3.61 0.41 -3.01  -0.2693
C 2.62 1.33 -3.36  -0.0343
C 2.93 2.63 -3.68  -0.0815
C 4.25 3.05 -3.70  -0.0874
C 5.24 2.12 -3.40  -0.0940
C 4.94 0.81 -3.05  -0.0155
H 1.57 1.07 -3.32  0.0703
H 2.14 3.27 -4.06  0.0965
H 4.59 4.06 -3.91  0.0983
H 6.28 2.42 -3.49  0.1024
H 5.72 0.08 -2.90  0.1162

Output
**Electronic energy**: -2568.592304 a.u.
**SMILES**: Fc1ccccc1.Fc1ccccc1.Fc1ccccc1.Fc1ccccc1.CNC(C)=O.CNC(C)=O.CNC(C)=O.CNC(C)=O.CNC(C)=O
**Net charge**: 0
**2S+1**: 1

2.
# C39H56BrCaIN3O4

A molecular structure, C39H56BrCaIN3O4 (ωB97M-V/def2-TZVPD, OMol25).

Last column: Löwdin charge in e.
CARTESIAN COORDINATES (ANGSTROEM)
Ca 0.27 2.39 -0.42  1.4700
C 2.62 -4.82 1.98  -0.0394
C 2.52 -4.32 0.53  -0.5568
C 3.82 -4.66 -0.22  -0.0382
C 1.37 -5.06 -0.16  -0.0598
C 2.31 -2.81 0.53  -0.1568
C 1.23 -2.20 -0.02  0.0332
C 1.10 -0.79 0.01  -0.1816
N 0.07 -0.09 -0.53  0.0852
C -1.14 -0.49 -0.83  -0.1870
C -1.78 -1.70 -0.38  0.0323
C -3.08 -1.94 -0.66  -0.1453
C -3.79 -0.99 -1.50  0.0635
C -3.29 0.18 -1.96  -0.0719
C -1.93 0.52 -1.57  -0.2669
O -1.41 1.63 -1.85  -0.1165
C -4.10 1.14 -2.83  -0.5343
C -5.48 0.56 -3.16  -0.0605
C -4.31 2.48 -2.12  -0.0371
C -3.36 1.36 -4.16  -0.0329
C -3.85 -3.14 -0.13  -0.5534
C -2.97 -4.03 0.75  -0.0551
C -4.35 -3.98 -1.32  -0.0327
C -5.04 -2.65 0.70  -0.0339
C 2.13 0.05 0.58  -0.2757
O 1.97 1.32 0.58  -0.2230
C 3.28 -0.60 1.15  -0.0717
C 3.30 -1.98 1.12  0.0345
C 4.46 0.12 1.81  -0.5269
C 4.45 -0.21 3.31  -0.0372
C 5.78 -0.39 1.20  -0.0434
C 4.47 1.64 1.67  -0.0546
H 2.78 -5.90 1.99  0.0893
H 1.71 -4.60 2.53  0.0909
H 3.46 -4.36 2.51  0.0782
H 3.99 -5.74 -0.22  0.0891
H 4.69 -4.20 0.25  0.0781
H 3.78 -4.31 -1.25  0.0928
H 1.55 -6.13 -0.13  0.0909
H 1.27 -4.76 -1.20  0.0908
H 0.42 -4.87 0.35  0.0750
H 0.49 -2.78 -0.56  0.0971
H -1.23 -2.36 0.27  0.0926
H -4.81 -1.25 -1.74  0.0974
H -6.09 0.42 -2.26  0.0889
H -5.41 -0.39 -3.69  0.0925
H -6.02 1.26 -3.80  0.0914
H -4.86 2.33 -1.18  0.0816
H -4.90 3.14 -2.75  0.0913
H -3.36 2.96 -1.90  0.0660
H -3.22 0.42 -4.69  0.0941
H -2.39 1.83 -4.01  0.0743
H -3.96 2.02 -4.80  0.0895
H -2.12 -4.44 0.19  0.0798
H -3.56 -4.88 1.11  0.0929
H -2.60 -3.49 1.62  0.0878
H -3.52 -4.34 -1.92  0.0943
H -5.02 -3.41 -1.97  0.0801
H -4.91 -4.84 -0.95  0.0916
H -4.70 -2.05 1.55  0.0681
H -5.60 -3.50 1.09  0.0932
H -5.73 -2.04 0.12  0.0829
H 4.15 -2.47 1.57  0.1039
H 4.51 -1.28 3.49  0.0815
H 3.52 0.15 3.78  0.0864
H 5.29 0.27 3.81  0.0889
H 5.92 -1.46 1.34  0.0750
H 6.62 0.11 1.67  0.0881
H 5.81 -0.19 0.13  0.0927
H 3.62 2.11 2.16  0.0580
H 4.46 1.95 0.62  0.0750
H 5.39 2.02 2.12  0.0887
N 1.86 5.45 2.52  0.2002
C 1.24 4.33 2.13  -0.6429
O 0.78 4.22 0.99  -0.1026
C 1.14 3.22 3.14  -0.5675
I -0.54 3.55 4.41  0.8937
H 1.88 6.24 1.89  0.1289
H 2.17 5.57 3.47  0.1194
H 2.02 3.17 3.78  0.0525
H 1.00 2.28 2.62  0.0238
Br -5.51 0.68 3.36  0.8084
C -3.94 1.24 2.50  -0.6796
C -3.93 2.41 1.76  -0.0944
C -2.75 2.77 1.13  -0.1402
N -1.63 2.05 1.20  -0.0197
C -1.66 0.93 1.93  -0.1627
C -2.78 0.48 2.60  -0.0947
H -4.81 3.03 1.67  0.1130
H -2.72 3.68 0.55  0.1238
H -0.74 0.36 1.98  0.1183
H -2.75 -0.43 3.17  0.1133
C 3.63 4.37 -2.54  -0.1325
C 3.62 2.85 -2.73  -0.1384
C 2.16 2.57 -3.04  -0.1755
O 1.45 3.47 -2.18  -0.2957
C 2.18 4.72 -2.17  -0.1550
H 3.92 4.88 -3.45  0.1135
H 4.32 4.68 -1.76  0.1119
H 3.89 2.33 -1.81  0.1022
H 4.29 2.52 -3.52  0.1210
H 1.84 1.55 -2.80  0.1246
H 1.90 2.79 -4.08  0.1352
H 2.06 5.15 -1.18  0.1048
H 1.72 5.38 -2.91  0.1259

Output
**Net charge**: +1
**2S+1**: 1
**Relative energy (zero: lowest compared OMol25 entry of this formula, charge and spin)**: 0.0 kJ/mol

3.
# C39H56N4O19

A molecular structure, C39H56N4O19 in a non-equilibrium geometry (ωB97M-V/def2-TZVPD, OMol25).

Last column: Löwdin charge in e.
CARTESIAN COORDINATES (ANGSTROEM)
C -1.29 0.97 -1.11  0.0147
C -0.52 0.78 0.13  -0.2941
O -0.40 1.66 1.02  0.0054
N 0.21 -0.52 0.15  0.0130
H -0.33 -1.17 0.95  0.0008
H 0.20 -0.97 -0.71  0.0501
C 1.47 -0.54 0.88  -0.0180
H -2.13 1.66 -0.90  0.0950
H -1.84 0.03 -1.48  0.1043
H -0.69 1.44 -1.92  0.1000
H 1.94 -1.66 0.83  0.1512
H 1.41 -0.42 1.94  0.0749
H 2.12 0.21 0.44  0.0948
C 1.05 -4.50 -1.10  0.0014
C 1.24 -5.36 -2.27  -0.3911
O 1.40 -6.52 -2.06  0.1616
N 1.35 -4.74 -3.64  0.1344
H 1.34 -3.78 -3.76  0.0441
H 2.14 -5.09 -4.12  0.1629
C 0.36 -5.34 -4.63  0.0459
H 1.75 -3.66 -1.06  0.1119
H 0.86 -5.13 -0.10  0.1517
H 0.21 -3.88 -1.24  0.0253
H -0.50 -5.01 -4.27  0.0126
H 0.39 -6.51 -4.44  0.1607
H 0.50 -4.99 -5.59  0.0823
N 0.37 -1.30 -3.60  -0.4285
O 1.06 -2.18 -4.35  -0.1141
O 0.51 -1.52 -2.31  -0.0799
O 0.00 -0.20 -4.09  -0.0001
N -0.78 -3.71 0.63  -0.5846
O -0.16 -3.17 1.49  -0.0169
O -0.81 -4.99 0.66  -0.0077
O -1.04 -3.10 -0.35  -0.0168
C 1.92 -3.69 5.94  -0.0382
C 1.03 -3.82 4.73  -0.4438
C -0.13 -2.87 4.93  -0.0381
O 1.79 -3.52 3.57  -0.0776
H 1.46 -3.48 6.87  0.0662
H 2.71 -2.91 5.67  0.1103
H 2.42 -4.63 6.04  0.0681
H 0.61 -4.77 4.61  0.1288
H -0.09 -1.87 5.14  0.0680
H -0.74 -3.09 5.68  0.0487
H -0.71 -2.89 4.15  0.0112
H 1.20 -3.70 2.76  0.1006
C 5.71 -1.59 1.01  -0.0558
C 4.72 -1.99 2.12  -0.4389
C 4.17 -0.73 2.83  -0.0224
O 3.68 -2.66 1.42  -0.0371
H 6.00 -2.40 0.47  0.0287
H 6.74 -1.09 1.41  0.1312
H 5.30 -0.77 0.47  0.0642
H 5.17 -2.88 2.83  0.1895
H 4.79 -0.15 3.33  0.0232
H 3.32 -1.14 3.49  0.0989
H 3.51 -0.21 2.08  0.0702
H 3.22 -2.80 2.11  -0.0819
C -2.73 -0.15 3.31  -0.0201
C -2.37 -0.61 1.97  -0.3422
C -3.12 0.04 0.82  -0.0471
O -0.90 -0.63 1.76  -0.1394
H -2.76 1.04 3.45  0.1450
H -2.10 -0.30 3.99  -0.0223
H -3.63 -0.47 3.91  0.1252
H -2.35 -1.72 1.64  0.1660
H -4.24 -0.02 0.79  0.1103
H -2.65 -0.39 -0.17  0.0768
H -2.81 0.99 1.03  0.0419
H -0.43 -1.58 1.90  0.1501
C 1.17 4.60 -4.11  0.1104
C 1.17 3.16 -3.66  0.0534
C 1.87 2.68 -2.50  -0.4060
O 1.95 1.45 -2.17  0.0529
C 2.47 3.71 -1.65  0.0287
C 2.33 5.15 -1.85  0.0478
C 1.66 5.59 -3.08  -0.3920
O 1.63 6.81 -3.39  0.0466
H 0.65 4.83 -4.94  0.0630
H 0.66 2.38 -4.38  0.1391
H 3.18 3.15 -0.83  0.1707
H 2.54 5.77 -1.07  0.0695
C -3.25 4.86 -1.75  0.1065
C -1.90 5.11 -0.88  0.1304
C -1.01 6.30 -1.28  -0.4957
O -0.06 6.58 -0.73  0.1317
C -1.47 7.13 -2.43  0.0920
C -2.73 6.78 -3.15  0.0442
C -3.67 5.76 -2.85  -0.5658
O -4.61 5.53 -3.46  0.1702
H -3.75 4.09 -1.13  0.0883
H -1.65 4.38 -0.08  0.0865
H -0.83 7.89 -2.85  0.0967
H -3.15 7.47 -3.97  0.1385
C 0.51 2.72 2.31  0.0327
C -0.60 3.18 3.27  0.0819
C -0.97 4.70 3.41  -0.4784
O -1.77 5.07 4.16  0.1182
C -0.13 5.64 2.60  0.0554
C 0.80 5.16 1.56  0.0255
C 1.23 3.74 1.41  -0.3799
O 1.90 3.38 0.52  0.0616
H 0.61 1.61 2.32  0.1020
H -1.00 2.58 3.93  0.0086
H -0.26 6.82 2.83  0.1632
H 1.47 5.88 1.02  0.1083
C -4.37 -1.71 -1.20  -0.0043
C -3.55 -3.00 -1.25  0.0908
C -2.82 -3.28 -2.59  -0.4067
O -2.14 -4.30 -2.70  0.0658
C -2.97 -2.32 -3.70  0.0534
C -3.87 -1.18 -3.49  0.0259
C -4.50 -0.81 -2.30  -0.5766
O -5.19 0.14 -2.24  0.1471
H -5.01 -1.66 -0.17  0.1567
H -3.34 -3.79 -0.38  0.1529
H -2.42 -2.55 -4.71  0.1541
H -3.91 -0.46 -4.45  0.1691

Output
**Net charge**: 0
**2S+1**: 1
**Relative energy (zero: lowest compared OMol25 entry of this formula, charge and spin)**: 0.0 kJ/mol

4.
# C39H57N3O13

10 unconnected molecules or ions with the total composition C39H57N3O13 in a non-equilibrium geometry (ωB97M-V/def2-TZVPD, OMol25).

Last column: Löwdin charge in e.
CARTESIAN COORDINATES (ANGSTROEM)
C 8.98 24.41 11.04  -0.0968
C 7.82 24.84 11.59  -0.0627
C 6.62 24.33 11.10  -0.0083
C 6.68 23.34 10.15  -0.1316
C 7.86 22.91 9.57  0.0242
C 9.03 23.47 10.06  -0.0419
N 5.36 22.68 9.74  -0.2552
O 4.32 22.88 10.44  0.0243
O 5.38 21.85 8.82  0.0433
H 9.93 24.76 11.42  0.0957
H 7.87 25.64 12.32  0.0958
H 5.68 24.66 11.53  0.0939
H 7.87 22.12 8.83  0.1215
H 10.02 23.23 9.70  0.0912
C 14.13 18.35 9.07  -0.0393
C 13.41 19.28 9.86  -0.0467
C 12.69 20.24 9.19  -0.0579
C 12.56 20.22 7.81  -0.1398
C 13.22 19.29 7.06  -0.0140
C 14.10 18.42 7.67  -0.0529
N 11.67 21.23 7.13  -0.3165
O 11.04 22.08 7.74  0.0467
O 11.57 21.13 5.92  0.0796
H 14.80 17.61 9.50  0.1047
H 13.45 19.31 10.94  0.1132
H 12.11 20.98 9.72  0.0988
H 12.95 19.25 6.01  0.1223
H 14.66 17.72 7.06  0.1105
C 15.14 23.82 7.03  -0.0633
C 14.18 24.79 7.24  -0.0550
C 13.38 24.74 8.37  0.0118
C 13.60 23.72 9.34  -0.1341
C 14.56 22.74 9.05  -0.0086
C 15.43 22.84 7.96  -0.0526
N 12.86 23.75 10.57  -0.3443
O 12.23 24.73 10.85  0.0554
O 12.83 22.76 11.29  0.0666
H 15.81 23.80 6.18  0.1120
H 14.03 25.55 6.48  0.1134
H 12.64 25.53 8.44  0.1079
H 14.80 21.96 9.75  0.1135
H 16.24 22.14 7.88  0.1167
C 2.73 22.68 7.28  -0.0345
C 1.52 22.27 6.44  -0.4260
O 0.47 22.94 6.49  0.0450
C 1.66 20.98 5.61  -0.0180
H 2.76 22.02 8.14  0.0424
H 2.59 23.68 7.70  0.0844
H 3.71 22.56 6.81  0.0764
H 1.65 20.13 6.29  0.0587
H 2.53 20.88 4.96  0.0797
H 0.79 20.76 4.98  0.0794
C 11.58 26.52 13.98  -0.0264
C 11.78 27.43 15.19  -0.4593
O 12.51 27.10 16.12  0.0556
C 10.96 28.73 15.14  -0.0228
H 12.50 25.95 13.88  0.0833
H 11.37 27.22 13.16  0.0473
H 10.71 25.86 14.01  0.0731
H 10.59 28.92 16.15  0.0805
H 10.16 28.65 14.41  0.0451
H 11.46 29.62 14.76  0.0861
C 2.98 25.47 12.04  -0.0199
C 2.25 24.41 12.83  -0.4594
O 1.21 23.94 12.36  0.0535
C 2.72 24.03 14.23  -0.0070
H 3.07 25.12 11.01  0.0797
H 3.85 25.81 12.60  0.0453
H 2.36 26.36 11.96  0.0957
H 3.67 24.55 14.33  0.0367
H 2.89 22.95 14.22  0.0718
H 2.12 24.34 15.08  0.0947
C 10.47 27.57 9.78  -0.0315
C 9.48 28.16 10.75  -0.4168
O 9.49 27.99 11.99  0.0137
C 8.19 28.63 10.03  -0.0126
H 10.21 26.55 9.48  0.0822
H 11.47 27.62 10.21  0.0857
H 10.59 28.21 8.91  0.0833
H 8.39 28.97 9.02  0.0741
H 7.59 29.34 10.61  0.0824
H 7.58 27.73 9.89  0.0773
C 6.46 22.35 14.07  0.0719
C 5.70 21.04 14.05  -0.2710
O 5.51 20.43 15.07  0.3909
C 5.16 20.52 12.70  0.0765
H 6.83 22.52 15.08  0.1067
H 5.85 23.24 13.91  0.0952
H 7.25 22.36 13.32  0.1163
H 4.45 21.26 12.35  0.0968
H 4.52 19.64 12.73  0.1040
H 5.89 20.38 11.90  0.1163
C 5.14 26.89 15.98  -0.0138
C 6.18 26.31 15.00  -0.4342
O 5.95 25.97 13.84  0.0166
C 7.58 26.04 15.60  -0.0047
H 4.34 27.41 15.45  0.0834
H 5.61 27.66 16.60  0.0824
H 4.71 26.27 16.76  0.0896
H 7.58 25.93 16.68  0.0857
H 8.01 27.00 15.30  0.0926
H 8.05 25.16 15.16  0.0708
C 5.07 18.72 8.00  -0.0162
C 4.15 18.67 9.15  -0.4754
O 4.62 18.35 10.22  0.0377
C 2.65 19.01 9.00  0.0012
H 5.93 18.06 8.05  0.0930
H 5.48 19.73 8.06  0.0635
H 4.52 18.53 7.08  0.0881
H 2.52 20.04 8.67  0.0516
H 2.11 18.90 9.94  0.0816
H 2.04 18.45 8.30  0.0827

Output
**Electronic energy**: -2661.965917 a.u.
**Net charge**: +1
**⟨S²⟩**: 0.757
**2S+1**: 2